12
Properties=species:S:1:pos:R:3 method="wB97M-V/def2-TZVPD" orbital_gap_ev=11.56 smiles=C1CCC1 e_homo_ev=-10.3 lumo_energy_ev=1.31
C -0.95 -0.39 -0.32
C -0.18 0.93 -0.50
C 0.82 0.47 0.49
C 0.30 -1.02 0.30
H -1.45 -0.80 -1.23
H -1.73 -0.38 0.52
H -0.63 1.91 -0.24
H 0.14 1.01 -1.56
H 0.82 0.97 1.56
H 1.89 0.51 0.20
H 0.96 -1.62 -0.34
H 0.15 -1.49 1.29

***

17
Properties=species:S:1:pos:R:3 method="wB97M-V/def2-TZVPD" orbital_gap_ev=9.78 smiles="C=C[Si](I)(OC)OC" e_homo_ev=-9.2 lumo_energy_ev=0.58
C -0.32 1.46 2.14
C 0.25 1.12 1.02
Si -0.21 -0.10 -0.36
I -2.83 0.24 -0.62
O -0.02 -1.64 0.13
C 0.11 -2.24 1.36
O 0.66 0.06 -1.68
C 0.57 0.73 -2.90
H 0.12 2.22 2.84
H -1.26 1.01 2.24
H 1.09 1.59 0.65
H 0.16 -3.30 1.17
H -0.85 -2.13 1.93
H 0.96 -1.86 1.86
H -0.24 1.56 -2.87
H 0.34 0.05 -3.66
H 1.46 1.22 -3.25

***

17
Properties=species:S:1:pos:R:3 method="wB97M-V/def2-TZVPD" orbital_gap_ev=10.09 smiles="Cc1nnc(SCC(=O)O)o1" e_homo_ev=-9.6 lumo_energy_ev=0.47
C 3.62 -0.01 -0.31
C 2.11 -0.20 -0.10
N 1.44 -1.21 0.27
N 0.07 -0.80 0.16
C 0.09 0.45 -0.09
S -1.15 1.64 -0.20
C -2.51 0.76 0.62
C -3.15 -0.39 -0.19
O -4.30 -0.22 -0.56
O -2.49 -1.51 -0.33
O 1.36 0.90 -0.33
H 4.02 0.50 0.60
H 4.14 -0.90 -0.55
H 3.74 0.56 -1.24
H -2.13 0.36 1.56
H -3.29 1.45 0.74
H -1.58 -1.40 -0.04

***

14
Properties=species:S:1:pos:R:3 method="wB97M-V/def2-TZVPD" total_charge=+1 orbital_gap_ev="7.82 / 7.25" e_homo_ev="-15.1 / -15.7" lumo_energy_ev="-7.31 / -8.44"
C -0.39 -2.82 -1.27
C -4.05 0.51 -0.17
C -2.98 -1.06 0.56
C -1.98 -0.18 0.17
C 0.30 -0.88 0.07
C 1.68 -0.58 0.58
N -2.79 0.89 -0.26
N -0.66 -0.10 0.31
N 0.08 -2.01 -0.58
O -4.19 -0.69 0.36
H -4.85 1.19 -0.30
H 1.77 0.48 0.65
H 2.30 -1.08 -0.18
H 1.77 -1.00 1.65

***

39
Properties=species:S:1:pos:R:3 method="wB97M-V/def2-TZVPD" orbital_gap_ev=9.39 smiles="O=S(=O)(NC[C@H]1NCCc2ccccc21)c1ccccc1" e_homo_ev=-8.7 lumo_energy_ev=0.73
O -1.86 -1.10 -0.90
S -1.17 0.02 -0.34
O -0.69 -0.04 1.01
N 0.08 0.43 -1.38
C 1.37 0.76 -0.83
C 2.37 -0.42 -0.81
N 3.68 0.10 -0.42
C 3.75 0.40 1.00
C 3.48 -0.82 1.89
C 2.32 -1.65 1.39
C 1.76 -2.61 2.21
C 0.75 -3.44 1.76
C 0.31 -3.33 0.45
C 0.87 -2.38 -0.38
C 1.85 -1.52 0.08
C -2.19 1.47 -0.51
C -2.02 2.53 0.35
C -2.78 3.68 0.18
C -3.71 3.74 -0.85
C -3.88 2.67 -1.71
C -3.11 1.53 -1.54
H 0.10 -0.15 -2.20
H 1.17 1.10 0.18
H 1.81 1.58 -1.41
H 2.46 -0.79 -1.84
H 4.39 -0.60 -0.64
H 3.02 1.18 1.22
H 4.75 0.80 1.21
H 3.30 -0.51 2.91
H 4.37 -1.47 1.90
H 2.12 -2.71 3.23
H 0.31 -4.17 2.43
H -0.47 -3.98 0.08
H 0.53 -2.32 -1.40
H -1.30 2.44 1.15
H -2.66 4.51 0.86
H -4.31 4.63 -0.97
H -4.61 2.72 -2.50
H -3.23 0.67 -2.18

***

139
Properties=species:S:1:pos:R:3 method="wB97M-V/def2-TZVPD" orbital_gap_ev=8.95 smiles="CCCCCCCCCCCCCC[C@H]1C[C@@](P(C)CC)(S(C)(=O)=O)S(=O)(=O)O[C@]1(C)COC(C)=O.CCOP(=O)(OCC)OCC.CCOP(=O)(OCC)OCC" e_homo_ev=-8.7 lumo_energy_ev=0.30
C 6.05 -1.42 1.66
C 6.05 -1.42 3.21
C 6.09 0.04 3.73
C 4.72 0.74 3.69
C 4.67 1.90 2.67
C 3.30 2.61 2.74
C 2.76 3.03 1.38
C 1.36 3.70 1.49
C 0.20 2.80 1.08
C 0.18 2.41 -0.41
C -1.24 1.89 -0.76
C -1.24 0.58 -1.57
C -0.92 -0.63 -0.67
C -2.19 -1.37 -0.18
C -2.44 -1.24 1.35
C -3.97 -1.37 1.55
C -4.43 -0.93 2.98
P -5.17 0.78 2.96
C -4.37 1.73 1.60
C -4.69 1.72 4.48
C -5.82 2.74 4.76
S -5.68 -2.15 3.53
C -6.54 -1.54 4.97
O -5.02 -3.38 3.88
O -6.64 -2.37 2.48
S -3.01 -1.11 4.08
O -3.51 -1.41 5.39
O -2.19 0.07 4.07
O -2.26 -2.40 3.57
C -1.71 -2.30 2.21
C -1.81 -3.71 1.65
C -0.24 -1.92 2.42
O 0.56 -2.32 1.31
C 1.89 -2.02 1.45
C 2.26 -0.60 1.14
O 2.69 -2.85 1.76
H 5.08 -1.72 1.25
H 6.34 -0.46 1.26
H 6.76 -2.18 1.33
H 6.95 -1.90 3.58
H 5.14 -1.85 3.62
H 6.41 0.01 4.77
H 6.79 0.62 3.12
H 4.51 1.19 4.67
H 3.89 0.05 3.51
H 4.84 1.46 1.69
H 5.44 2.63 2.92
H 3.40 3.46 3.41
H 2.60 1.91 3.21
H 2.62 2.15 0.74
H 3.43 3.71 0.85
H 1.34 4.66 0.96
H 1.23 3.94 2.55
H 0.19 1.90 1.71
H -0.72 3.33 1.34
H 0.31 3.36 -0.94
H 0.96 1.69 -0.65
H -1.73 1.66 0.18
H -1.84 2.66 -1.25
H -0.51 0.66 -2.38
H -2.24 0.49 -2.01
H -0.44 -0.23 0.23
H -0.20 -1.29 -1.14
H -2.24 -2.40 -0.54
H -3.02 -0.85 -0.65
H -2.12 -0.23 1.60
H -4.23 -2.43 1.49
H -4.52 -0.86 0.77
H -4.81 1.50 0.63
H -4.48 2.80 1.80
H -3.30 1.53 1.63
H -3.80 2.30 4.21
H -4.45 1.09 5.33
H -5.48 3.62 5.30
H -6.24 3.05 3.79
H -6.63 2.22 5.27
H -6.33 -2.26 5.75
H -6.14 -0.59 5.31
H -7.60 -1.51 4.76
H -2.79 -3.87 1.19
H -1.74 -4.44 2.45
H -1.08 -3.89 0.87
H 0.09 -2.51 3.28
H -0.12 -0.87 2.71
H 1.71 0.08 1.79
H 2.01 -0.37 0.10
H 3.32 -0.42 1.29
C -4.34 4.60 -4.43
C -4.59 4.15 -3.00
O -5.91 4.44 -2.55
P -7.15 3.58 -3.14
O -7.00 2.20 -2.63
O -8.36 4.19 -2.25
C -9.18 3.34 -1.43
C -8.64 3.28 -0.02
O -7.50 4.58 -4.38
C -8.11 4.01 -5.56
C -9.47 3.42 -5.27
H -4.93 4.00 -5.14
H -3.29 4.49 -4.69
H -4.64 5.64 -4.57
H -4.39 3.08 -2.89
H -3.91 4.68 -2.33
H -9.25 2.34 -1.87
H -10.18 3.77 -1.44
H -7.57 3.08 -0.01
H -9.16 2.51 0.55
H -8.79 4.24 0.48
H -7.44 3.26 -5.98
H -8.19 4.82 -6.28
H -9.40 2.55 -4.61
H -9.95 3.09 -6.20
H -10.12 4.15 -4.78
C 6.58 -6.42 -2.46
C 6.17 -5.03 -2.91
O 7.24 -4.08 -2.81
P 8.47 -4.17 -3.87
O 7.89 -3.74 -5.16
O 9.31 -2.84 -3.43
C 9.61 -1.81 -4.37
C 8.56 -0.71 -4.31
O 9.41 -5.08 -2.89
C 10.37 -5.98 -3.49
C 11.43 -5.23 -4.28
H 7.30 -6.86 -3.16
H 5.71 -7.08 -2.42
H 7.05 -6.39 -1.48
H 5.79 -5.05 -3.94
H 5.37 -4.66 -2.27
H 9.70 -2.21 -5.37
H 10.58 -1.40 -4.09
H 7.55 -1.11 -4.35
H 8.70 0.00 -5.13
H 8.65 -0.15 -3.37
H 9.85 -6.69 -4.13
H 10.83 -6.54 -2.68
H 10.99 -4.73 -5.15
H 12.19 -5.92 -4.65
H 11.90 -4.47 -3.67

***

100
Properties=species:S:1:pos:R:3 method="wB97M-V/def2-TZVPD" total_charge=-2 orbital_gap_ev=3.55 e_homo_ev=1.0 lumo_energy_ev=4.53
P -1.76 1.18 0.07
F -0.95 2.15 1.07
F -1.05 -0.15 0.65
F -2.76 0.96 1.36
F -2.76 0.35 -1.01
F -2.62 2.51 -0.47
F -0.61 1.34 -1.11
C -0.23 -2.31 -0.02
C 0.01 -2.58 1.43
C 0.57 -4.02 1.63
O 0.72 -1.50 2.09
H 0.71 -2.25 -0.55
H -0.85 -1.41 -0.02
H -0.77 -3.14 -0.49
H -0.99 -2.70 1.84
H 0.63 -4.35 2.67
H 1.52 -3.96 1.10
H -0.05 -4.77 1.15
C 1.11 2.28 -2.06
O 1.96 1.94 -0.97
C 3.22 2.76 -0.92
C 4.39 2.08 -0.15
N 5.05 1.07 -0.99
C 6.17 0.45 -0.40
C 5.96 -0.43 0.87
O 4.79 -1.26 0.67
C 5.03 -2.49 0.15
H 0.11 2.09 -1.67
H 1.31 1.59 -2.88
H 1.16 3.25 -2.56
H 2.73 3.61 -0.43
H 3.54 3.12 -1.90
H 4.07 1.68 0.81
H 5.15 2.83 0.08
H 4.25 0.44 -1.05
H 7.15 0.93 -0.35
H 6.40 -0.28 -1.17
H 5.91 0.15 1.79
H 6.87 -1.02 1.03
H 4.47 -3.31 0.61
H 6.06 -2.82 0.28
H 4.74 -2.64 -0.89
C -1.55 -2.00 4.59
O -0.87 -0.81 4.17
C -1.84 0.16 3.55
C -0.96 1.33 3.27
N 0.04 0.83 2.24
C 0.99 1.86 1.94
C 1.90 1.44 0.78
O 2.23 0.13 1.14
C 2.85 -0.40 -0.01
H -2.24 -1.79 5.40
H -0.85 -2.74 4.97
H -2.03 -2.53 3.77
H -2.62 0.37 4.28
H -2.31 -0.37 2.72
H -0.47 1.75 4.15
H -1.62 2.11 2.91
H -0.67 1.06 1.56
H 1.60 2.13 2.80
H 0.48 2.72 1.52
H 2.79 2.06 0.66
H 1.24 1.53 -0.08
H 3.84 0.04 -0.15
H 2.30 -0.37 -0.95
H 3.20 -1.43 0.05
C -1.23 -0.46 -2.62
O -1.54 -1.06 -3.86
C -2.82 -1.33 -4.18
C -3.50 -2.51 -3.31
N -4.10 -2.09 -2.05
C -4.97 -2.94 -1.22
C -4.24 -3.85 -0.19
O -3.79 -3.17 0.96
C -2.87 -2.06 0.82
H -0.16 -0.43 -2.39
H -1.53 -1.15 -1.83
H -1.71 0.52 -2.67
H -2.88 -1.46 -5.26
H -3.33 -0.41 -3.91
H -2.76 -3.30 -3.21
H -4.32 -3.05 -3.79
H -4.09 -1.09 -1.93
H -5.73 -3.58 -1.67
H -5.66 -2.20 -0.79
H -3.35 -4.35 -0.57
H -4.90 -4.67 0.09
H -2.10 -2.25 0.07
H -2.24 -1.89 1.70
H -3.40 -1.14 0.58
N -1.87 4.31 -0.54
C -1.29 4.21 -1.73
C -1.38 5.41 -2.41
C -2.04 6.31 -1.57
C -2.41 5.62 -0.41
H -2.16 3.56 0.07
H -1.03 3.24 -2.13
H -1.11 5.63 -3.43
H -2.28 7.35 -1.69
H -3.01 5.82 0.47

***

65
Properties=species:S:1:pos:R:3 method="wB97M-V/def2-TZVPD" total_charge=+1 orbital_gap_ev="6.44 / 5.80" e_homo_ev="-10.0 / -12.1" lumo_energy_ev="-3.55 / -6.28" multiplicity=6
Pt 0.46 0.52 -0.52
N 2.97 -0.29 -4.08
C 2.39 0.20 -3.00
S 0.81 0.79 -3.02
N 3.28 0.23 -1.93
N 2.73 0.41 -0.74
C 3.65 0.45 0.19
C 3.43 0.39 1.62
C 4.57 0.43 2.38
C 4.54 0.28 3.80
C 3.34 0.07 4.46
C 2.17 0.01 3.73
C 2.16 0.18 2.29
O 1.05 0.13 1.72
H 2.42 -0.47 -4.91
H 3.88 -0.73 -3.99
H 4.68 0.49 -0.15
H 5.52 0.56 1.89
H 5.47 0.33 4.36
H 3.33 -0.05 5.53
H 1.22 -0.17 4.20
C 1.52 3.71 -1.18
O 1.12 2.86 -0.09
H 1.91 4.65 -0.80
H 0.69 3.89 -1.86
H 2.30 3.19 -1.72
H 0.47 3.33 0.44
F 0.94 -1.75 -0.92
As 1.90 -3.25 -0.62
F 0.92 -3.50 0.77
F 0.75 -4.07 -1.61
F 2.82 -4.66 -0.36
F 2.82 -2.80 -2.02
F 2.98 -2.29 0.36
C -2.79 1.42 -1.92
Si -1.88 0.55 -0.55
C -2.54 -1.65 -1.14
C -1.98 -2.45 0.00
C -1.81 -1.75 -2.45
C -4.03 -1.60 -1.24
C -2.70 1.01 1.10
C -4.20 1.34 0.99
C -2.48 -0.02 2.21
C -1.95 2.30 1.48
H -3.86 1.25 -1.89
H -2.41 1.15 -2.91
H -2.61 2.49 -1.79
H -0.98 -2.14 0.31
H -1.85 -3.48 -0.37
H -2.65 -2.47 0.85
H -0.73 -1.63 -2.35
H -2.20 -1.06 -3.20
H -1.97 -2.77 -2.81
H -4.51 -1.31 -0.31
H -4.36 -2.63 -1.45
H -4.38 -0.98 -2.06
H -4.78 0.48 0.66
H -4.38 2.16 0.29
H -4.59 1.64 1.96
H -3.14 -0.88 2.10
H -2.71 0.44 3.18
H -1.45 -0.38 2.25
H -2.01 3.07 0.70
H -0.90 2.10 1.70
H -2.40 2.73 2.38